# 1
DFT (ωB97M-V with the def2-TZVPD basis set) results for an isolated molecule of C4H7N3O2.

## Properties
- frontier orbital gap (Ha) = 0.3086
- LUMO energy (eV) = 0.660
- SMILES = Cc1cn(O)c(=O)n1N
- molar mass (g/mol) = 129.12

ORCA input file:
```
! wB97M-V def2-TZVPD RIJCOSX def2/J DEFGRID3
* xyz 0 1
C 1.94503 -0.95459 0.04434
C 0.48165 -0.48241 -0.01225
C -0.62565 -1.21316 -0.10820
C -1.34560 0.96121 -0.00981
H 2.04103 -1.75767 -0.69766
H 2.15001 -1.37118 1.04931
H 2.63685 -0.17441 -0.26968
H -0.83837 -2.25551 -0.06553
H -3.50005 -0.21365 0.10170
H 1.42351 2.01948 0.83532
H 1.42319 2.00691 -0.82374
N -1.70913 -0.38970 -0.10070
N 0.06350 0.89360 -0.02783
N 0.84970 1.99702 0.01368
O -2.88268 -0.97446 0.08684
O -2.11297 1.90852 -0.01581
*
```

# 2
DFT (ωB97M-V with the def2-TZVPD basis set) results for a cluster of 2 separate species, C3H11NO in total.

## Properties
- frontier orbital gap (Ha) = 0.2092
- LUMO energy (eV) = -0.320
- molar mass (g/mol) = 77.13

ORCA input file:
```
! wB97M-V def2-TZVPD RIJCOSX def2/J DEFGRID3
* xyz 0 1
C -0.25620 2.58466 -0.62780
O 0.63602 1.58343 -0.48718
H 0.18122 3.61297 -0.69394
H -0.84557 2.58669 -1.56455
H -1.02500 2.65070 0.20191
C 0.60564 -0.83256 1.37876
N -0.29952 -1.60709 0.49414
C -0.16467 -1.21919 -0.93503
H 0.44899 -0.85925 2.45662
H 1.60264 -1.23136 1.24072
H 0.63752 0.21792 1.06475
H -1.24346 -1.49648 0.86323
H -0.11848 -2.60502 0.57219
H -0.17625 -0.13322 -1.12358
H -0.83369 -1.78668 -1.57164
H 0.85082 -1.46552 -1.26859
*
```

# 3
DFT (ωB97M-V with the def2-TZVPD basis set) results for the ion C5H13NO with charge +1.

## Properties
- frontier orbital gap (spin up / spin down) (Ha) = 0.4419 / 0.2424
- LUMO energy (spin up / spin down) (eV) = -3.222 / -8.593
- molar mass (g/mol) = 103.16

ORCA input file:
```
! wB97M-V def2-TZVPD RIJCOSX def2/J DEFGRID3
* xyz 1 2
C -1.54562 -0.08632 -0.38754
O -2.66464 -0.53537 0.38638
C -0.33279 -0.54332 0.38683
C 1.00437 0.25270 0.27309
C 1.50076 0.11825 -1.18337
C 0.87238 1.73242 0.69565
N -0.21485 -1.97427 0.13212
H -1.50345 1.01567 -0.44055
H -1.62063 -0.53945 -1.36266
H -3.46513 -0.13391 0.02514
H -0.49560 -0.50281 1.52976
H 1.71803 -0.26305 0.91780
H 1.23553 -0.91409 -1.46251
H 2.58576 0.12480 -1.39232
H 1.01225 0.83842 -1.83085
H -0.00663 1.83881 1.33561
H 0.74699 2.54267 -0.00349
H 1.69150 1.84634 1.40515
H -1.08690 -2.48757 0.28904
H 0.56867 -2.32992 0.68672
*
```

# 4
DFT (ωB97M-V with the def2-TZVPD basis set) results for a structure of composition C16H24Cl5F2NO20PdS2.

## Properties
- frontier orbital gap (spin up / spin down) (Ha) = 0.0894 / 0.1717
- LUMO energy (spin up / spin down) (eV) = 0.669 / -2.526
- molar mass (g/mol) = 936.17

ORCA input file:
```
! wB97M-V def2-TZVPD RIJCOSX def2/J DEFGRID3
* xyz -1 4
Pd 1.09757 1.04557 4.33733
Cl 0.49524 0.56263 0.58081
O 1.19346 0.78396 1.81686
O -0.07947 -0.70341 0.54521
O -0.48896 1.57869 0.39969
O 1.43280 0.62163 -0.51852
N 3.79839 4.81400 3.85725
S 4.79316 4.34165 2.67430
O 5.18435 5.40870 1.77236
O 4.97965 2.89781 2.38153
F 5.89464 4.46896 3.83423
S 2.48881 4.16055 2.90100
O 2.04626 2.86688 3.40114
O 2.34333 4.52313 1.53977
F 1.35858 5.11938 3.59349
C -3.65362 0.21646 0.45738
C -3.17342 -1.16467 0.04982
O -4.39139 -1.71905 -0.36517
C -5.43580 -1.15662 0.26595
O -6.58735 -1.61424 0.23237
O -5.08960 0.01574 0.74531
H -3.57993 0.98944 -0.30759
H -3.04404 0.59358 1.27853
H -2.79999 -1.84787 0.81263
H -2.54319 -1.17365 -0.83948
C -1.53629 -3.56415 -3.00192
C -0.31365 -2.96839 -2.44040
O 0.23125 -2.23890 -3.55047
C -0.35736 -2.60383 -4.71565
O 0.03876 -2.33679 -5.84786
O -1.52317 -3.27029 -4.39023
H -2.39145 -3.09725 -2.51325
H -1.69931 -4.59301 -2.68104
H 0.36527 -3.78412 -2.19196
H -0.51672 -2.30566 -1.59918
C 3.58935 3.16498 -2.73007
C 3.01271 3.76463 -1.46351
O 3.88981 4.77855 -1.14210
C 5.00526 4.67560 -1.89359
O 5.91923 5.46365 -1.82787
O 4.88020 3.75468 -2.90864
H 2.93049 3.43526 -3.55527
H 3.73696 2.08759 -2.65570
H 2.88597 2.93620 -0.76656
H 2.07234 4.29479 -1.61429
C -2.49098 -3.09039 3.93735
C -3.58260 -2.13300 3.58250
O -2.95698 -0.90492 3.71444
C -1.63520 -0.99981 3.61381
O -0.81261 -0.10205 3.71829
O -1.31458 -2.33810 3.60994
H -2.54003 -4.01231 3.35792
H -2.53802 -3.33181 4.99923
H -4.46438 -2.17372 4.22194
H -3.96324 -2.18641 2.56252
Cl -1.13275 0.97398 -4.73288
C -0.52825 1.36142 -3.16656
C -0.37040 2.83352 -2.96931
Cl 0.52272 3.68589 -4.34792
H 0.44655 0.90187 -3.00324
H -1.14523 0.84596 -2.43052
H 0.08398 3.04423 -2.00121
H -1.43184 3.06999 -3.04355
Cl 2.44300 -5.24826 1.48192
C 0.93426 -5.32125 0.50601
C -0.10163 -4.31727 1.06180
Cl -1.55335 -4.32534 0.10675
H 0.50625 -6.31858 0.60723
H 1.29695 -5.18468 -0.51277
H 0.26959 -3.29390 1.11651
H -0.40041 -4.65784 2.05318
*
```

# 5
DFT (ωB97M-V with the def2-TZVPD basis set) results for a structure of composition C26H72Cu2O30.

## Properties
- frontier orbital gap (Ha) = 0.1379
- LUMO energy (eV) = 3.118
- molar mass (g/mol) = 991.92

ORCA input file:
```
! wB97M-V def2-TZVPD RIJCOSX def2/J DEFGRID3
* xyz -2 1
Cu -0.12265 0.25414 0.04199
Cu -0.64581 3.14358 -3.09642
C -1.56263 1.72513 -5.33147
O -0.57518 1.34183 -4.73597
O -2.29843 0.97243 -6.01385
O -1.91756 2.85765 -5.06137
C -2.10582 2.66206 -0.82660
O -2.49716 3.37011 -1.72136
O -2.89419 2.51024 0.12325
O -0.95005 2.28861 -0.86453
C 1.27342 -4.97632 1.29927
C 0.31941 -5.98401 0.83878
O -0.18619 -6.76977 1.97362
O 2.37039 -5.55656 1.96087
H 0.78952 -4.41184 2.09632
H 1.58634 -4.33494 0.47537
H 0.85000 -6.65806 0.16630
H -0.51424 -5.50077 0.32926
H 0.42226 -7.45074 2.26971
H 2.98448 -4.87329 2.23949
C 6.49683 -1.24440 -0.63451
C 5.36429 -2.32210 -0.84826
O 4.26652 -1.88146 -0.07236
O 6.11104 0.08454 -1.03031
H 7.45526 -1.46834 -1.10287
H 6.86398 -1.26469 0.39158
H 5.64734 -3.34309 -0.59223
H 5.08828 -2.38879 -1.90064
H 3.97429 -1.04862 -0.44996
H 6.45232 0.68395 -0.36262
C 1.44192 5.06321 3.49829
C 2.95873 4.94386 3.34841
O 3.50101 4.13190 4.34429
O 0.80675 3.77780 3.23747
H 1.09925 5.75776 2.73129
H 1.13655 5.33026 4.50998
H 3.43317 5.91877 3.46052
H 3.25137 4.57176 2.36657
H 3.07126 3.28470 4.20586
H -0.14940 3.85601 3.27278
C 1.93847 0.60761 2.80175
C 2.80489 1.22702 1.74168
O 2.49747 0.75701 0.39839
O 0.61441 0.72722 2.43380
H 2.10981 1.11747 3.74980
H 2.12804 -0.46512 2.83932
H 3.83616 0.98699 2.00047
H 2.71596 2.31195 1.79740
H 2.53982 1.54255 -0.15180
H 0.40360 1.66226 2.48714
C 0.37141 -1.48206 -2.67880
C 0.85701 -2.20691 -1.34452
O -0.18644 -2.12641 -0.34239
O 0.21970 -0.07999 -2.44686
H -0.56415 -1.92310 -3.02277
H 1.12911 -1.53606 -3.46051
H 1.80001 -1.87459 -0.91047
H 0.92277 -3.27681 -1.54221
H -1.03796 -2.43760 -0.65811
H -0.13923 0.34765 -3.22783
C -2.67660 -4.29012 -2.04951
C -2.59875 -5.83872 -1.85362
O -3.35534 -6.13534 -0.73404
O -2.57982 -3.58659 -0.82513
H -3.57334 -3.95696 -2.57196
H -1.85870 -4.09168 -2.74216
H -1.55521 -6.06819 -1.63805
H -2.84524 -6.37185 -2.77184
H -3.95909 -6.86440 -0.89390
H -3.34590 -3.87146 -0.32157
C -4.66501 -0.37810 1.26080
C -3.39705 -0.98375 0.71152
O -2.28540 -0.08707 0.64632
O -5.01703 0.70082 0.39738
H -4.33192 0.20102 2.12206
H -5.45923 -1.06272 1.55846
H -3.59909 -1.44620 -0.25461
H -3.12784 -1.69517 1.49223
H -2.56950 0.80969 0.45470
H -4.38513 1.41264 0.27242
C -3.51563 3.21223 4.30462
C -2.35152 2.40375 3.76085
O -1.68822 3.01705 2.72646
O -4.70245 3.01860 3.53884
H -3.21021 4.25546 4.38521
H -3.72249 2.89019 5.32521
H -2.58205 1.39345 3.42287
H -1.67309 2.23291 4.59670
H -2.13531 2.82734 1.89837
H -4.68048 3.45197 2.68251
C 3.73553 1.09901 -3.19767
C 2.79820 1.23453 -4.40294
O 1.86632 2.28694 -4.26897
O 4.77078 0.21234 -3.38587
H 3.13703 0.73306 -2.36343
H 4.01641 2.03900 -2.72267
H 2.27826 0.32152 -4.69306
H 3.57695 1.26854 -5.16483
H 1.01862 1.85370 -4.39274
H 5.26134 0.21520 -2.56068
C 2.17790 4.56543 -0.43740
C 2.18444 5.36299 -1.74062
O 0.89796 5.30369 -2.41865
O 1.96390 3.14868 -0.67190
H 1.29642 4.99223 0.04108
H 3.07226 4.69580 0.17189
H 2.97676 4.93835 -2.35709
H 2.37120 6.43037 -1.62264
H 0.67957 6.14301 -2.83027
H 1.01258 3.01992 -0.67631
C -1.31981 -1.44751 4.37274
C -1.35221 -2.78512 3.66233
O -2.60916 -3.51265 3.89257
O -1.41562 -1.59302 5.81212
H -2.13713 -0.82396 4.01040
H -0.38615 -0.90532 4.22302
H -0.52468 -3.43094 3.95600
H -1.22213 -2.66018 2.58736
H -2.50936 -4.39660 3.53165
H -0.75620 -1.00257 6.18375
C -4.44072 -0.03161 -3.21113
C -3.18902 -0.91206 -3.32478
O -2.97857 -1.31335 -4.70277
O -4.48772 1.06751 -4.14073
H -4.41485 0.35555 -2.19253
H -5.34150 -0.64110 -3.28351
H -3.31908 -1.83615 -2.76154
H -2.36553 -0.35630 -2.87635
H -2.61929 -0.54222 -5.14762
H -3.81453 0.87290 -4.79688
*
```

# 6
DFT (ωB97M-V with the def2-TZVPD basis set) results for a cluster of 8 separate species, C19H29Br10F3O9 in total.

## Properties
- frontier orbital gap (Ha) = 0.3547
- LUMO energy (eV) = -0.311
- SMILES = O=C1OC[C@@H](F)O1.O=C1OC[C@@H](F)O1.O=C1OC[C@@H](F)O1.BrCCBr.BrCCBr.BrCCBr.BrCCBr.BrCCBr
- molar mass (g/mol) = 1257.47

ORCA input file:
```
! wB97M-V def2-TZVPD RIJCOSX def2/J DEFGRID3
* xyz 0 1
Br -2.03962 4.92341 4.59862
C -2.32280 3.50693 3.30358
C -3.38382 2.53812 3.71242
Br -5.21163 3.13505 3.15893
H -1.39825 2.93194 3.25177
H -2.52012 3.96722 2.33544
H -3.43983 2.44453 4.79694
H -3.30425 1.56911 3.21967
Br 1.06428 -3.06283 1.31826
C 2.78785 -3.02851 0.24130
C 2.89631 -4.24649 -0.67505
Br 4.37583 -3.95379 -1.90213
H 3.55972 -2.98434 1.00966
H 2.76982 -2.13242 -0.37902
H 2.10010 -4.44520 -1.39247
H 2.93685 -5.18728 -0.12607
Br 4.67367 3.07570 -4.36241
C 4.28249 1.14150 -4.42843
C 3.55392 0.67037 -3.11776
Br 1.65832 0.90895 -3.47903
H 5.26003 0.67876 -4.56407
H 3.71820 0.95387 -5.34193
H 3.81013 1.30286 -2.26781
H 3.88413 -0.30789 -2.76839
Br 4.92207 -1.46826 3.21099
C 3.20033 -1.71261 4.17325
C 2.31370 -0.69783 3.68199
Br 2.93877 1.05587 4.42886
H 3.44166 -1.58403 5.22839
H 2.81719 -2.73278 4.14943
H 1.31025 -0.98785 3.99359
H 2.39650 -0.72312 2.59544
Br -1.95209 1.42008 0.67645
C -0.12075 0.67409 0.91270
C 0.88239 1.44520 0.22760
Br 2.63504 0.52484 0.27294
H -0.14311 -0.30760 0.43953
H 0.02401 0.57062 1.98808
H 1.26241 2.38693 0.62362
H 0.71567 1.54216 -0.84520
C -2.08184 -2.20559 -1.86930
C -0.93056 -1.30115 -2.17171
O -0.96763 -1.31298 -3.60264
C -2.13220 -1.69364 -4.05785
O -2.50822 -1.66253 -5.20363
O -2.85962 -2.09108 -3.03701
F 0.19795 -1.73786 -1.75343
H -2.58266 -1.85433 -0.96714
H -1.74715 -3.23237 -1.72168
H -1.02912 -0.25722 -1.87408
C -2.53413 -3.34555 1.94237
C -2.16802 -2.38605 3.06924
O -3.36715 -1.82196 3.38170
C -4.09941 -1.73098 2.25727
O -5.12357 -1.01871 2.11618
O -3.56384 -2.57583 1.33842
F -1.21636 -1.49615 2.66284
H -2.98390 -4.22534 2.40259
H -1.77806 -3.64649 1.21717
H -1.71453 -2.93675 3.89335
C -0.71295 4.75978 -3.16505
C -0.65875 3.58293 -2.14159
O -1.24997 2.51274 -2.84116
C -2.03330 3.10832 -3.86088
O -2.97333 2.48071 -4.41475
O -1.81826 4.48968 -3.93780
F -1.37574 3.96366 -1.06640
H 0.07320 4.68247 -3.91611
H -0.80063 5.74117 -2.69889
H 0.38440 3.40587 -1.87969
*
```

Question: Which of these has the lowest molar mass?
Answer: C3H11NO

Question: What is the molar mass in the fourth record?
Answer: 936.17 g/mol

Question: Among the records above, which one has the lowest molar mass?
Answer: C3H11NO